11
Properties=species:S:1:pos:R:3:forces:R:3 method="wB97M-V/def2-TZVPD" smiles="S=C1CCC1" max_force_ev_per_a=6.69 homo_energy_ev=-8.570 de_lowest_kcal_mol=85.2 gap_ev=7.361 multiplicity=1
S -0.346462 0.879772 2.525072 -2.1044 -0.8353 -2.2682
C -0.586107 0.191724 0.970883 3.6821 4.6582 3.0812
C 0.508248 -0.759220 0.661841 -0.3205 -0.7755 -4.3156
C 0.122152 -0.525003 -0.902586 1.9220 3.7558 0.2875
C -0.520793 0.916474 -0.542336 4.4769 -2.6923 2.9365
H 1.435220 -0.178627 0.759934 -0.0589 -0.9334 0.6634
H 0.434813 -1.794705 0.987593 0.5357 0.1950 0.2763
H 0.735091 -0.346907 -1.822349 0.4887 -0.8358 1.2312
H -0.649774 -1.095737 -1.189505 -2.7818 -2.5248 -0.8643
H -1.506490 0.990772 -0.743354 -2.8195 1.4178 -1.8973
H 0.374102 1.721458 -0.705196 -3.0203 -1.4298 0.8693